Entry 1:
18
Properties=species:S:1:pos:R:3 method="wB97M-V/def2-TZVPD" gap_ha=0.260 total_charge=-1 homo_ev=-3.6 spin_multiplicity=1
C 0.927 -0.620 1.967
O -0.135 -1.173 2.544
C 0.531 0.347 0.853
C 1.181 0.489 -0.544
C 0.209 0.712 -1.788
N -0.318 2.008 -1.873
O 0.063 -0.097 -2.604
H 1.762 -0.160 2.632
H 1.550 -1.351 1.390
H -0.453 -0.299 0.511
H 0.194 1.342 1.284
H 1.805 1.398 -0.471
H 2.071 -0.226 -0.814
H -0.964 2.225 -2.566
H -0.418 2.560 -0.960
H -1.507 -1.149 0.188
H -1.372 -1.640 1.871
O -2.120 -1.521 0.950

=====

Entry 2:
27
Properties=species:S:1:pos:R:3 method="wB97M-V/def2-TZVPD" smiles=O.O.O.O.O.O.O.O.O gap_ha=0.378 homo_ev=-10.5 spin_multiplicity=1
O -17.450 4.869 -16.971
H -17.283 4.023 -17.357
H -17.194 5.407 -17.719
O -13.836 1.737 -17.787
H -14.639 1.389 -17.367
H -13.576 2.576 -17.348
O -14.336 4.380 -19.367
H -13.814 4.314 -18.569
H -13.665 4.206 -20.028
O -15.859 0.572 -16.415
H -16.585 0.530 -16.975
H -16.112 1.258 -15.821
O -15.739 6.628 -19.177
H -15.374 5.727 -19.321
H -15.170 7.313 -19.565
O -16.801 2.543 -18.507
H -17.123 1.790 -19.004
H -15.956 2.861 -18.828
O -15.846 -0.885 -19.336
H -15.151 -0.970 -18.732
H -16.625 -0.529 -18.904
O -17.968 -0.083 -17.934
H -18.211 -1.020 -17.746
H -18.543 0.351 -17.327
O -14.618 1.315 -20.450
H -14.333 1.673 -19.622
H -14.993 0.449 -20.229

=====

Entry 3:
10
Properties=species:S:1:pos:R:3 method="wB97M-V/def2-TZVPD" s_squared=2.005 gap_ha="0.242 / 0.275" homo_ev="-5.8 / -10.2" spin_multiplicity=3
C 0.258 1.117 -1.000
C -1.328 -0.937 1.058
N -0.802 1.484 -0.775
N 1.490 0.670 -1.350
N -0.091 -1.090 0.850
H -2.004 -1.039 0.265
H -1.635 -0.638 2.022
H 1.680 -0.093 -0.767
H 2.020 1.232 -1.944
H 0.412 -0.706 1.642

=====

Entry 4:
12
Properties=species:S:1:pos:R:3 method="wB97M-V/def2-TZVPD" gap_ha=0.310 homo_ev=-9.0 spin_multiplicity=1
C -2.189 0.114 0.242
C -0.670 -0.050 -0.270
C 0.559 0.525 -0.170
C 1.967 0.749 -0.217
H -2.878 -2.369 0.064
H -2.426 1.493 -0.371
H -2.318 0.148 1.465
H 2.405 1.625 0.123
H 2.061 1.069 -1.446
H 3.373 -1.406 1.311
O -2.990 -1.014 -0.524
S 3.105 -0.883 -0.207

=====

Entry 5:
20
Properties=species:S:1:pos:R:3 method="wB97M-V/def2-TZVPD" s_squared=0.750 gap_ha="0.098 / 0.340" total_charge=-1 homo_ev="1.4 / -5.3" spin_multiplicity=2
C -1.330 -1.698 0.770
N -0.324 -1.509 -0.305
C 0.832 -2.371 0.017
H -0.923 -1.232 1.665
H -1.618 -2.734 0.969
H -2.225 -1.120 0.502
H -0.733 -1.890 -1.155
H 0.639 -3.452 0.017
H 1.560 -2.176 -0.783
H 1.290 -2.083 0.963
C -0.738 2.214 -0.879
N -0.003 1.441 0.124
C 1.292 2.082 0.357
H -0.179 2.412 -1.805
H -0.938 3.187 -0.412
H -1.705 1.757 -1.080
H 0.182 0.507 -0.242
H 1.207 3.070 0.808
H 1.845 1.437 1.047
H 1.870 2.158 -0.579

=====

Entry 6:
36
Properties=species:S:1:pos:R:3 method="wB97M-V/def2-TZVPD" gap_ha=0.269 homo_ev=-7.3 spin_multiplicity=1
Na 1.468 0.297 -0.168
I 3.126 -1.934 -1.174
C -1.530 -0.264 -4.041
O -1.394 1.151 -3.904
P -0.030 1.724 -3.363
O 0.284 1.308 -1.993
O -0.224 3.254 -3.586
C -0.973 4.008 -2.621
O 1.042 1.372 -4.441
C 2.121 0.443 -4.175
H -1.007 -0.616 -4.931
H -2.589 -0.487 -4.120
H -1.132 -0.794 -3.172
H -0.298 4.695 -2.117
H -1.455 3.369 -1.883
H -1.742 4.563 -3.153
H 2.427 0.469 -3.132
H 2.955 0.751 -4.796
H 1.797 -0.570 -4.400
C -0.481 0.697 4.605
O 0.227 -0.458 4.134
P -0.251 -1.137 2.783
O -0.145 -0.279 1.602
O 0.594 -2.464 2.748
C 2.024 -2.386 2.726
O -1.711 -1.640 3.035
C -2.014 -2.545 4.102
H -1.125 1.123 3.836
H 0.248 1.430 4.935
H -1.118 0.414 5.444
H 2.402 -3.230 2.156
H 2.424 -2.417 3.740
H 2.391 -1.488 2.229
H -2.832 -2.130 4.686
H -1.146 -2.731 4.732
H -2.334 -3.495 3.677

=====

Q: Which ΔE to the lowest compared entry with this formula, charge and spin values were calculated for the entries above? A: 93.0; 53.2; 23.2; 249.2; 12.6; 0.0, in kcal per mole.